{"formula": "C2H4IN2", "method": "ωB97M-V with the def2-TZVPD basis set", "relative_energy_ev": 2.1550, "homo_ha": [-0.44777, -0.50076], "lumo_energy_ha": [-0.1318, -0.3427], "spin_multiplicity": 3, "total_charge": 1, "e_tot_ha": -485.3328, "orbital_gap_ev": [8.60, 4.30], "elements": ["C", "C", "N", "N", "I", "H", "H", "H", "H"], "positions_angstrom": [[0.11528, 0.52297, -0.26826], [1.85818, -1.20663, -0.15874], [1.02309, -0.36006, -0.51952], [2.42828, -2.10732, 0.32520], [-2.70396, -0.35676, -0.00220], [0.30178, 1.09559, 0.64726], [-0.43176, 0.79307, -1.11704], [-3.08349, 0.61826, -1.18632], [3.04268, -2.91276, 0.30362]]}